Entry 1:
{
  "formula": "C22H25Cl3IrN4O4P",
  "method": "ωB97M-V with the def2-TZVPD basis set",
  "elements": ["Ir", "C", "N", "C", "C", "C", "C", "C", "N", "C", "C", "C", "C", "C", "C", "H", "H", "H", "H", "H", "H", "H", "H", "H", "H", "H", "Cl", "C", "Cl", "Cl", "C", "O", "O", "C", "P", "C", "C", "H", "H", "H", "H", "H", "H", "H", "H", "H", "C", "N", "C", "C", "C", "O", "N", "C", "O", "H", "H", "H", "H", "H"],
  "xyz": [[0.106346, -0.295848, 0.120838], [2.922123, -0.128513, -1.402812], [2.153281, -0.236609, -0.156741], [2.791779, -0.040921, 0.959359], [2.069512, -0.147197, 2.165127], [2.339659, -0.011827, 3.527515], [1.122722, -0.206036, 4.178421], [0.151018, -0.452913, 3.197976], [0.735487, -0.439032, 1.994620], [2.615614, 1.115199, -2.195751], [1.473284, 1.191051, -2.977146], [1.163704, 2.359820, -3.654427], [2.008939, 3.456735, -3.571666], [3.166975, 3.379593, -2.812280], [3.466769, 2.211837, -2.127483], [2.756810, -1.022747, -2.008420], [3.980646, -0.118026, -1.128887], [3.859962, 0.158929, 0.946442], [3.295060, 0.220072, 3.969897], [0.937887, -0.173750, 5.239489], [-0.900938, -0.665655, 3.303850], [0.816168, 0.338492, -3.060209], [0.255875, 2.411965, -4.241798], [1.764531, 4.371801, -4.096011], [3.831677, 4.230995, -2.744433], [4.363515, 2.159089, -1.519601], [-0.000564, 4.912104, -0.614433], [0.222676, 4.044183, 0.928389], [1.950242, 3.942882, 1.292985], [-0.590530, 4.925169, 2.221965], [-0.439002, 2.637748, 0.725620], [-1.640118, 2.552153, 0.884778], [0.410114, 1.770137, 0.339036], [-1.523919, -3.353113, 0.367605], [0.018905, -2.533476, -0.086929], [0.343655, -3.120423, -1.774964], [1.268673, -3.360018, 0.931546], [-1.373737, -4.432995, 0.404272], [-2.292810, -3.122838, -0.370370], [-1.858127, -2.978854, 1.335229], [0.273143, -4.209476, -1.814131], [1.338646, -2.817060, -2.098368], [-0.389867, -2.689035, -2.456465], [1.169874, -4.444241, 0.868520], [1.141689, -3.039930, 1.966045], [2.264385, -3.064284, 0.601194], [-3.428890, 1.861370, -2.328293], [-3.344086, 1.020731, -1.143566], [-4.365415, 0.900460, -0.230769], [-4.220573, 0.200542, 0.901156], [-2.937057, -0.408547, 1.238024], [-2.752022, -1.064743, 2.255434], [-1.946184, -0.190235, 0.310284], [-2.158383, 0.443719, -0.841633], [-1.174942, 0.472188, -1.630009], [-4.444918, 2.239171, -2.407638], [-3.182594, 1.286437, -3.218873], [-2.733718, 2.695941, -2.238496], [-5.286187, 1.397958, -0.501342], [-5.029864, 0.094376, 1.605726]],
  "atomic_forces_ev_per_a": [[-0.983, 0.069, -0.150], [0.081, 0.016, 0.097], [0.439, 0.343, 0.079], [-0.031, -0.239, 0.022], [0.114, -0.050, -0.125], [-0.012, 0.049, -0.032], [-0.031, -0.024, -0.009], [0.010, -0.182, 0.106], [0.335, 0.122, 0.021], [0.004, -0.040, 0.057], [-0.001, 0.060, -0.125], [-0.006, 0.011, -0.005], [-0.027, 0.014, -0.007], [0.013, -0.006, 0.010], [-0.053, 0.049, 0.101], [-0.141, 0.016, 0.006], [0.009, -0.065, -0.079], [-0.009, 0.008, 0.032], [-0.001, -0.008, 0.005], [0.015, -0.002, 0.000], [-0.002, 0.059, -0.026], [-0.090, -0.075, 0.060], [0.010, 0.010, -0.017], [0.004, -0.004, 0.001], [-0.004, 0.000, 0.000], [-0.005, -0.001, -0.002], [0.023, 0.005, -0.026], [0.003, 0.065, 0.008], [0.015, 0.017, 0.003], [-0.002, 0.013, 0.004], [0.125, -0.043, -0.117], [0.022, 0.003, -0.025], [-0.171, 0.058, 0.184], [-0.058, 0.022, -0.012], [0.188, 0.167, -0.089], [-0.037, -0.149, 0.039], [-0.010, -0.030, 0.015], [-0.008, 0.006, -0.014], [-0.016, 0.027, 0.008], [0.001, -0.016, 0.016], [0.013, 0.015, -0.041], [0.001, 0.018, 0.024], [-0.003, 0.026, 0.014], [0.009, 0.002, -0.029], [0.007, -0.027, 0.000], [0.000, 0.022, 0.007], [-0.005, 0.024, 0.005], [-0.056, -0.032, -0.023], [0.004, 0.006, 0.027], [-0.009, -0.004, -0.018], [-0.061, 0.118, 0.216], [0.034, 0.018, -0.074], [-0.154, -0.209, 0.103], [-0.052, -0.021, -0.131], [0.561, -0.246, -0.085], [0.003, 0.003, -0.007], [0.005, 0.002, 0.004], [-0.007, -0.003, -0.005], [0.000, 0.002, 0.001], [-0.006, 0.013, -0.004]],
  "nbo_charge": [0.930, -0.231, -0.463, 0.146, 0.021, -0.246, -0.318, -0.029, -0.435, -0.049, -0.208, -0.148, -0.222, -0.206, -0.193, 0.198, 0.194, 0.197, 0.222, 0.224, 0.254, 0.217, 0.204, 0.213, 0.215, 0.205, 0.007, -0.194, 0.026, 0.039, 0.750, -0.656, -0.750, -0.977, 1.231, -0.963, -0.967, 0.233, 0.246, 0.289, 0.235, 0.240, 0.252, 0.234, 0.267, 0.246, -0.396, -0.408, 0.086, -0.361, 0.645, -0.649, -0.616, 0.794, -0.682, 0.208, 0.216, 0.229, 0.213, 0.240],
  "e_lumo_ha": 0.00786,
  "orbital_gap_ha": 0.298,
  "homo_ev": -7.9
}

---

Entry 2:
{
  "formula": "C22H25IIrN9OPS3",
  "method": "ωB97M-V with the def2-TZVPD basis set",
  "elements": ["Ir", "C", "N", "C", "C", "N", "C", "P", "C", "N", "C", "C", "N", "C", "C", "N", "C", "C", "N", "C", "H", "H", "H", "H", "H", "H", "H", "H", "H", "H", "H", "H", "H", "H", "H", "S", "C", "S", "S", "N", "C", "O", "C", "I", "H", "H", "H", "H", "N", "C", "N", "C", "C", "C", "C", "C", "C", "H", "H", "H", "H", "H", "H"],
  "xyz": [[-0.313812, -0.626193, 0.092690], [-1.396177, 3.973235, 2.937890], [-0.614977, 3.025948, 2.143174], [0.657633, 3.232441, 1.689576], [1.011177, 2.119116, 0.985520], [-0.033277, 1.241841, 1.014926], [-1.013765, 1.808851, 1.714277], [-2.656623, 1.074476, 2.002459], [-2.054644, -0.574300, 2.478486], [-1.144549, -1.267984, 1.798135], [-0.975316, -2.468732, 2.425304], [-1.797338, -2.495685, 3.510021], [-2.468641, -1.306146, 3.531546], [-3.489356, -0.932038, 4.508890], [-2.989215, 0.684131, 0.257740], [-2.108700, 0.129944, -0.570052], [-2.718234, -0.018109, -1.780610], [-3.987604, 0.468327, -1.682656], [-4.145826, 0.906200, -0.398578], [-5.373253, 1.470283, 0.159872], [-0.780627, 4.847438, 3.126101], [-1.677960, 3.527037, 3.888662], [-2.287063, 4.278883, 2.394151], [1.198704, 4.138198, 1.901000], [1.931060, 1.894000, 0.475552], [-0.309754, -3.226503, 2.051126], [-1.966410, -3.260190, 4.247850], [-3.377719, -1.568589, 5.381415], [-4.482914, -1.072246, 4.087975], [-3.356380, 0.103976, 4.809054], [-2.228665, -0.491889, -2.612131], [-4.782355, 0.523656, -2.405618], [-6.091992, 1.585602, -0.645490], [-5.175932, 2.445103, 0.599276], [-5.787580, 0.800180, 0.910021], [-2.407040, -5.034595, -0.598565], [-2.157570, -3.396710, -0.475504], [-3.534338, -2.731409, 0.202069], [-0.715803, -2.638990, -1.068629], [0.835884, 0.137539, -3.948289], [1.258370, -0.005058, -2.693241], [0.447448, 0.145997, -1.767030], [2.728229, -0.344426, -2.585618], [3.844131, 0.481769, -0.984765], [-0.136248, 0.338638, -4.124102], [1.463976, 0.104525, -4.733454], [3.228503, 0.018419, -3.479028], [2.840360, -1.427876, -2.564111], [3.200610, -2.775866, 1.008104], [2.160402, -2.390049, 0.259787], [1.456880, -1.438616, 0.837767], [2.077006, -1.191362, 2.069839], [1.758009, -0.331252, 3.123561], [2.584899, -0.339068, 4.225908], [3.710468, -1.176418, 4.304365], [4.029992, -2.040547, 3.281579], [3.188751, -2.029007, 2.172889], [3.871245, -3.481599, 0.750412], [1.927003, -2.835429, -0.692875], [0.891032, 0.310184, 3.088770], [2.363812, 0.316450, 5.057452], [4.331399, -1.146225, 5.188823], [4.887371, -2.697182, 3.338933]],
  "atomic_forces_ev_per_a": [[0.094, 0.198, -0.192], [-0.002, 0.000, -0.004], [0.018, 0.003, 0.007], [-0.023, -0.006, 0.000], [-0.003, 0.030, 0.003], [-0.051, -0.012, -0.101], [0.015, 0.021, 0.046], [0.012, -0.023, 0.004], [-0.030, 0.021, -0.049], [-0.083, -0.086, -0.087], [0.042, 0.008, -0.001], [-0.045, 0.005, -0.002], [0.049, 0.003, 0.038], [-0.020, -0.012, -0.010], [-0.005, 0.049, -0.002], [0.029, -0.177, 0.156], [0.044, 0.023, -0.034], [-0.010, 0.011, 0.015], [0.002, -0.001, -0.028], [-0.001, 0.003, -0.002], [0.000, -0.001, 0.003], [-0.001, -0.002, -0.001], [0.001, 0.002, -0.001], [-0.006, 0.004, 0.002], [-0.065, 0.018, 0.035], [0.005, 0.014, -0.010], [0.003, 0.005, 0.006], [0.003, 0.003, 0.002], [0.001, -0.005, -0.002], [-0.001, 0.001, -0.004], [-0.008, -0.007, 0.023], [-0.002, 0.002, 0.001], [0.001, 0.003, 0.000], [0.002, -0.001, 0.002], [0.000, -0.002, -0.002], [-0.034, -0.060, -0.043], [0.123, 0.231, -0.105], [-0.038, -0.028, 0.039], [-0.018, -0.111, 0.256], [0.021, 0.090, 0.060], [-0.002, 0.153, -0.167], [0.033, -0.165, 0.309], [0.013, -0.049, -0.147], [-0.050, -0.047, -0.047], [-0.005, -0.011, 0.019], [0.002, 0.003, -0.001], [0.031, -0.098, -0.019], [-0.006, 0.013, 0.107], [0.040, 0.037, -0.015], [0.012, 0.022, -0.037], [-0.078, -0.043, -0.022], [0.042, 0.030, -0.035], [-0.023, -0.018, 0.008], [0.004, 0.007, -0.004], [-0.003, -0.003, 0.000], [0.000, -0.002, -0.006], [0.004, -0.005, 0.014], [-0.002, -0.006, 0.007], [-0.020, -0.025, 0.016], [-0.007, -0.005, -0.002], [-0.001, -0.004, 0.002], [0.001, 0.002, 0.000], [0.000, 0.000, 0.001]],
  "nbo_charge": [1.014, -0.410, -0.302, -0.045, -0.065, -0.480, 0.076, 0.811, 0.091, -0.413, -0.053, -0.033, -0.298, -0.409, 0.087, -0.445, -0.051, -0.036, -0.299, -0.410, 0.242, 0.227, 0.228, 0.249, 0.244, 0.251, 0.253, 0.242, 0.231, 0.226, 0.241, 0.250, 0.243, 0.226, 0.228, 0.248, -0.582, 0.003, -0.072, -0.742, 0.707, -0.659, -0.654, 0.190, 0.424, 0.422, 0.255, 0.262, -0.496, 0.263, -0.489, 0.074, -0.171, -0.212, -0.180, -0.214, 0.108, 0.446, 0.239, 0.207, 0.230, 0.240, 0.242],
  "charge": 2,
  "e_lumo_ha": [-0.18568, -0.22690],
  "multiplicity": 2,
  "orbital_gap_ha": [0.286, 0.248],
  "homo_ev": [-12.8, -12.9]
}

---

Energy for the records above, in order: -3199.73134 -3358.99729 Eh
Molecular weight for the records above, in order: 739.02 877.80 g/mol
Energy relative to the best compared isomer or geometry (same formula, charge and spin) for the records above, in order: 0.0 0.0 kcal/mol